# 1
C37H56F5IrN4O3SSeSi2Te | ωB97M-V/def2-TZVPD

Last column: Löwdin charge in e.
Positions of all 111 atoms, in Å:
1 Ir -1.04 -0.86 -0.69  1.055
2 N -2.80 0.69 -0.43  -0.051
3 C -3.74 0.41 0.67  -0.225
4 C -4.64 -0.75 0.33  -0.173
5 C -3.90 -2.07 0.35  -0.205
6 N -2.89 -2.13 -0.72  -0.027
7 H -2.30 1.54 -0.21  0.055
8 H -3.30 0.85 -1.30  0.090
9 H -4.33 1.30 0.89  0.126
10 H -3.14 0.17 1.55  0.105
11 H -5.11 -0.58 -0.64  0.122
12 H -5.45 -0.80 1.07  0.128
13 H -4.62 -2.88 0.23  0.132
14 H -3.39 -2.20 1.30  0.092
15 H -3.33 -1.91 -1.61  0.103
16 H -2.54 -3.07 -0.79  0.046
17 C 0.44 4.57 -3.04  -0.176
18 Si -0.39 4.74 -1.36  0.410
19 C -2.22 4.38 -1.57  -0.177
20 C -0.18 6.50 -0.79  -0.170
21 C 0.27 3.60 0.00  -0.500
22 Te 0.84 1.54 -0.43  1.724
23 C 2.55 2.16 -1.50  -0.453
24 Si 3.89 3.14 -0.56  0.436
25 C 3.74 4.95 -0.99  -0.167
26 C 5.53 2.51 -1.20  -0.174
27 C 3.75 2.85 1.28  -0.180
28 H -0.14 5.14 -3.77  0.045
29 H 0.51 3.54 -3.40  0.007
30 H 1.45 4.98 -3.03  0.030
31 H -2.63 5.00 -2.37  0.042
32 H -2.77 4.63 -0.65  0.041
33 H -2.44 3.34 -1.82  -0.009
34 H -0.59 7.19 -1.54  0.043
35 H 0.87 6.77 -0.65  0.027
36 H -0.70 6.69 0.15  0.042
37 H -0.48 3.56 0.79  0.016
38 H 1.17 4.05 0.43  -0.013
39 H 2.19 2.73 -2.36  0.003
40 H 2.98 1.22 -1.85  -0.020
41 H 3.90 5.12 -2.06  0.040
42 H 4.52 5.51 -0.46  0.044
43 H 2.78 5.39 -0.72  0.004
44 H 5.57 2.52 -2.29  0.039
45 H 5.73 1.49 -0.87  0.036
46 H 6.34 3.14 -0.83  0.040
47 H 2.96 3.43 1.75  0.027
48 H 4.69 3.11 1.78  0.046
49 H 3.55 1.79 1.48  0.030
50 C -0.55 -0.64 7.88  -0.041
51 C -0.36 -0.54 6.39  -0.253
52 C 0.47 0.42 5.83  -0.002
53 C 0.66 0.52 4.46  -0.181
54 C 1.59 1.59 3.94  -0.036
55 C -0.03 -0.35 3.61  -0.042
56 C -0.91 -1.31 4.15  -0.180
57 C -1.75 -2.25 3.32  -0.034
58 C -1.04 -1.39 5.53  -0.008
59 C 0.16 -0.20 2.12  -0.637
60 O 1.31 -0.07 1.69  -0.100
61 O -0.92 -0.14 1.38  -0.272
62 H 0.08 0.07 8.40  0.076
63 H -0.31 -1.65 8.23  0.085
64 H -1.59 -0.45 8.15  0.085
65 H 0.99 1.11 6.49  0.119
66 H 1.78 2.34 4.71  0.084
67 H 1.17 2.09 3.06  0.066
68 H 2.54 1.15 3.65  0.086
69 H -2.78 -1.89 3.31  0.088
70 H -1.74 -3.25 3.75  0.091
71 H -1.40 -2.31 2.29  0.031
72 H -1.71 -2.14 5.94  0.127
73 C 3.36 -1.62 -1.78  -0.045
74 C 1.97 -1.36 -2.35  -0.592
75 C 2.05 -0.70 -3.73  -0.036
76 O 1.20 -0.61 -1.42  -0.667
77 H 3.92 -2.28 -2.45  0.091
78 H 3.28 -2.08 -0.80  0.060
79 H 3.91 -0.68 -1.67  0.068
80 H 1.48 -2.33 -2.49  0.081
81 H 2.74 0.15 -3.73  0.074
82 H 1.07 -0.35 -4.05  0.034
83 H 2.42 -1.42 -4.46  0.093
84 N -1.44 1.36 -3.13  0.100
85 C -1.35 0.09 -3.60  -0.685
86 N -1.29 -0.98 -2.85  -0.049
87 C -1.18 -2.14 -3.63  -0.301
88 C -1.00 -3.43 -3.16  -0.047
89 C -0.86 -4.47 -4.07  -0.043
90 C -0.89 -4.23 -5.44  -0.063
91 C -1.04 -2.94 -5.92  -0.071
92 C -1.19 -1.91 -5.00  -0.456
93 S -1.35 -0.21 -5.31  1.143
94 H -0.95 1.52 -2.26  -0.023
95 H -1.35 2.10 -3.81  0.097
96 H -0.93 -3.61 -2.10  0.028
97 H -0.72 -5.48 -3.70  0.117
98 H -0.77 -5.05 -6.13  0.114
99 H -1.03 -2.74 -6.99  0.117
100 F -1.33 -7.61 3.09  0.149
101 C -0.98 -6.52 2.42  -0.136
102 C -1.61 -6.20 1.24  -0.144
103 F -2.60 -6.97 0.78  0.131
104 C -1.22 -5.08 0.54  -0.222
105 F -1.86 -4.83 -0.62  0.041
106 C -0.21 -4.24 0.97  -0.417
107 Se 0.54 -2.73 0.02  0.982
108 C 0.40 -4.58 2.18  -0.274
109 F 1.36 -3.81 2.67  0.097
110 C 0.03 -5.71 2.89  -0.145
111 F 0.64 -6.01 4.04  0.143

The expectation value of S² is 0.7549. The calculation puts the gap between HOMO and LUMO (alpha / beta) at 6.83 / 5.51 eV. The value obtained for the HOMO energy (alpha / beta) is -9.96 / -9.95 eV. The value obtained for the lowest unoccupied orbital energy (alpha / beta) is -0.1150 / -0.1632 hartree. The energy relative to the best compared isomer or geometry (same formula, charge and spin) is 0.0000 eV. The spin multiplicity is 2. As for the charge: +1.

=====

# 2
C4H6Cl2N3O2P | ωB97M-V/def2-TZVPD

Last column: natural (NBO) charge in e.
Positions of all 18 atoms, in Å:
1 C 1.05 2.86 -0.14  0.428
2 C 0.80 1.68 0.00  -0.067
3 C -0.17 -0.42 -0.07  0.599
4 C 2.18 -0.41 0.22  -0.438
5 N -1.34 0.14 0.02  -0.932
6 N 0.93 0.35 0.04  -0.317
7 N -0.03 -1.77 -0.22  -0.835
8 O -4.06 -0.15 -0.17  -1.041
9 O 1.02 4.14 -0.16  -0.671
10 P -2.72 -0.66 -0.24  1.971
11 Cl -2.57 -1.58 -2.03  -0.284
12 Cl -2.81 -2.25 1.20  -0.370
13 H 2.13 -1.02 -0.71  0.226
14 H 3.01 0.27 0.38  0.244
15 H 2.03 -0.91 1.20  0.225
16 H -0.89 -2.35 0.10  0.434
17 H 0.79 -2.34 -0.13  0.411
18 H 0.65 4.42 0.71  0.418

The expectation value of S² is 2.0066. The calculation puts the gap between HOMO and LUMO (alpha / beta) at 4.67 / 7.23 eV. The value obtained for the HOMO energy (alpha / beta) is -4.48 / -10.40 eV. The value obtained for the lowest unoccupied orbital energy (alpha / beta) is 0.0071 / -0.1166 hartree. The energy relative to the best compared isomer or geometry (same formula, charge and spin) is 0.9991 eV. The spin multiplicity is 3. As for the charge: 0.

=====

# 3
H3O4PSi | ωB97M-V/def2-TZVPD

Last column: natural (NBO) charge in e.
Positions of all 9 atoms, in Å:
1 O -3.72 0.26 -1.42  -1.203
2 O -3.59 0.88 1.16  -1.193
3 O -3.06 -1.41 0.21  -1.170
4 O 1.09 1.64 -0.42  -1.167
5 Si -0.94 0.38 0.23  0.593
6 P -3.23 0.04 -0.05  2.229
7 H 0.52 2.04 -1.12  0.416
8 H -0.72 0.24 1.65  -0.251
9 H -0.36 -1.00 0.07  -0.254

The calculation puts the gap between HOMO and LUMO at 7.10 eV. The value obtained for the HOMO energy is -0.27 eV. The value obtained for the lowest unoccupied orbital energy is 0.2511 hartree. The energy relative to the best compared isomer or geometry (same formula, charge and spin) is 2.4853 eV. As for the charge: -2.

=====

# 4
CHKLiO2 | ωB97M-V/def2-TZVPD

Last column: natural (NBO) charge in e.
Positions of all 6 atoms, in Å:
1 O 0.87 -0.46 -1.55  -0.795
2 C 0.55 0.22 -0.57  0.771
3 O -0.02 -0.23 0.48  -0.942
4 K 0.07 -2.65 -0.81  0.940
5 H -0.34 2.28 0.78  -0.731
6 Li -1.12 0.84 1.67  0.757

The expectation value of S² is 0.7564. The calculation puts the gap between HOMO and LUMO (alpha / beta) at 4.77 / 4.56 eV. The value obtained for the HOMO energy (alpha / beta) is -5.77 / -5.70 eV. The value obtained for the lowest unoccupied orbital energy (alpha / beta) is -0.0368 / -0.0419 hartree. The energy relative to the best compared isomer or geometry (same formula, charge and spin) is 0.0000 eV. The spin multiplicity is 2. As for the charge: 0.

=====

For the records above, the corresponding largest force on an atom values read 0.047; 0.163; 0.050; 0.030 Eh/bohr.